Computed, not measured: the molecule C3H6O at a distorted geometry, with ωB97M-V with the def2-TZVPD basis set.

Each line ends with the Mulliken charge.
Positions of all 10 atoms, in Å:
C 1.0242 -0.8166 0.7776  -0.831
C 0.3109 0.3622 0.2320  -0.245
C -1.4237 0.7256 -0.9476  -0.563
O -1.0239 0.3555 0.2806  -0.300
H 0.5062 -1.1734 1.6770  0.276
H 2.0568 -0.5642 1.0360  0.293
H 1.0514 -1.6603 0.0683  0.225
H 0.7708 1.1685 -0.3255  0.525
H -2.2803 1.3842 -1.0020  0.296
H -0.9923 0.2186 -1.7963  0.324

Values from the calculation:
- LUMO energy (alpha / beta) (eV) = 0.74 / 1.00
- ΔE to the lowest compared entry with this formula, charge and spin (kcal per mole) = 90.1
- maximum force (eV/A) = 1.5
- HOMO-LUMO gap (alpha / beta) (eV) = 8.1 / 8.8

=====

Computed, not measured: a cluster of 2 separate species, C2H4S2 in total at a distorted geometry, with ωB97M-V with the def2-TZVPD basis set.

Each line ends with the Mulliken charge.
Positions of all 8 atoms, in Å:
C -0.9189 -0.5425 1.2520  -0.459
C 0.0888 0.3129 0.4038  0.289
S -1.6694 0.5340 -0.0638  -0.073
S 1.5180 0.8484 0.5146  -0.288
H -0.7965 -1.6584 0.8771  0.199
H -1.2898 -0.3846 2.2304  0.341
H 1.3723 0.6604 -2.3695  -0.196
H 1.6955 0.2299 -2.8446  0.186

Values from the calculation:
- LUMO energy (eV) = -0.40
- ΔE to the lowest compared entry with this formula, charge and spin (kcal per mole) = 61.0
- SMILES = S=C1CS1.[H][H]
- maximum force (eV/A) = 6.6
- HOMO-LUMO gap (eV) = 8.3

=====

Computed, not measured: a cluster of 9 separate species, C16H50BF4N10O8 in total at a distorted geometry, with ωB97M-V with the def2-TZVPD basis set.

Each line ends with the Mulliken charge.
Positions of all 89 atoms, in Å:
B 0.3847 -1.0840 -0.3502  0.587
F 1.6897 -1.1724 0.1130  -0.385
F -0.0627 -1.9933 -1.3143  -0.396
F -0.4241 -1.2755 0.7929  -0.461
F 0.2181 0.2029 -0.7541  -0.351
C -4.0018 5.7975 4.3901  -1.299
C -4.5456 4.5234 5.1215  0.475
C -3.8187 3.2289 4.4596  -0.769
O -4.3135 2.0845 5.2137  -0.356
C -3.5483 0.8586 4.7789  -0.666
N -4.1671 4.5748 6.5370  -0.727
H -4.0906 6.7116 4.9770  0.345
H -4.6845 5.9553 3.5551  0.348
H -2.9792 5.7421 4.0169  0.327
H -5.6297 4.5698 5.0185  0.265
H -2.7385 3.3702 4.4226  0.437
H -4.2231 3.1565 3.4501  0.342
H -3.5660 0.1669 5.6212  0.254
H -2.5233 1.1137 4.5102  0.302
H -3.9644 0.4284 3.8679  0.264
H -4.6076 5.3752 6.9677  0.221
H -4.3599 3.6781 6.9599  0.233
C 1.2904 2.7698 -5.9658  -1.505
C 2.5583 3.2891 -5.5049  0.754
C 2.8674 2.5422 -4.2839  -0.770
O 4.0357 3.1861 -3.6547  -0.362
C 4.5791 2.4806 -2.5865  -0.761
N 3.3492 3.1738 -6.6791  -0.711
H 0.4516 2.8148 -5.2711  0.342
H 1.3337 1.6999 -6.1692  0.378
H 0.8964 3.2658 -6.8529  0.384
H 2.5493 4.3495 -5.2530  0.158
H 3.0735 1.5327 -4.6394  0.296
H 2.1192 2.4350 -3.4984  0.426
H 5.5637 2.8790 -2.3419  0.303
H 4.9246 1.4493 -2.6583  0.327
H 3.9369 2.5687 -1.7102  0.249
H 2.9668 3.6751 -7.4682  0.245
H 3.5596 2.2734 -7.0853  0.247
C 5.3924 -0.5966 2.9384  -1.001
C 5.5155 -2.1243 2.9363  -0.287
O 4.3527 -2.8522 2.8003  -0.479
H 4.7799 -0.2269 3.7607  0.265
H 4.9842 -0.2136 2.0031  0.297
H 6.3943 -0.1679 2.9625  0.340
H 5.9320 -2.4732 3.8813  0.292
H 6.1608 -2.3631 2.0909  0.289
H 3.9314 -2.6021 1.9747  0.295
C -1.7819 -7.6616 -0.2867  -0.979
C -0.9025 -7.1944 -1.4479  -0.202
O 0.0861 -6.3682 -0.9354  -0.498
H -1.2386 -7.8606 0.6371  0.292
H -2.3177 -8.5579 -0.5990  0.312
H -2.5692 -6.9584 -0.0150  0.293
H -1.5130 -6.7114 -2.2109  0.254
H -0.3349 -8.0821 -1.7268  0.244
H -0.2006 -5.4523 -0.9118  0.282
C -0.4751 4.7448 -0.3032  0.693
O -0.6484 5.9591 -0.2114  -0.728
N -1.1686 3.9895 -1.0852  -0.298
N 0.5527 4.1645 0.2262  -0.345
H -1.9241 4.2493 -1.7033  0.196
H -0.7925 3.0553 -1.1617  0.128
H 0.8330 3.2179 0.0133  0.170
H 1.1543 4.7584 0.7791  0.198
C -4.7356 -0.3392 -0.8576  0.663
O -5.7453 0.1130 -1.3058  -0.684
N -3.7756 0.3571 -0.4572  -0.268
N -4.3039 -1.5425 -1.0289  -0.264
H -2.8460 0.0116 -0.2656  0.116
H -3.9980 1.3206 -0.2513  0.155
H -3.3038 -1.4852 -0.8997  0.111
H -4.7809 -2.3936 -1.2898  0.156
C 0.9586 -3.4844 6.0762  0.674
O 0.5040 -4.0821 7.1122  -0.734
N 1.9190 -2.6584 6.0543  -0.352
N 0.3831 -3.4094 4.9597  -0.342
H 2.2918 -2.3270 6.9325  0.196
H 2.2731 -2.5497 5.1147  0.193
H -0.4804 -3.9322 4.9262  0.198
H 0.6540 -2.8251 4.1816  0.165
C 0.4485 -3.4057 -7.0151  0.711
O -0.5639 -3.1426 -7.5691  -0.652
N 0.7674 -3.1049 -5.7842  -0.378
N 1.3108 -4.1474 -7.5935  -0.409
H 1.5661 -3.5261 -5.3317  0.163
H 0.0471 -2.6464 -5.2447  0.172
H 2.1319 -4.4557 -7.0928  0.169
H 0.9766 -4.4143 -8.5085  0.228

Values from the calculation:
- LUMO energy (eV) = 2.01
- total charge = -1
- ΔE to the lowest compared entry with this formula, charge and spin (kcal per mole) = 117.8
- maximum force (eV/A) = 8.9
- HOMO-LUMO gap (eV) = 9.3

=====

Computed, not measured: a structure of composition C12H24IO6S at a distorted geometry, with ωB97M-V with the def2-TZVPD basis set.

Each line ends with the Mulliken charge.
Positions of all 44 atoms, in Å:
C -0.1096 1.2565 -1.5720  -1.226
C 0.8270 0.8193 -0.4570  -0.554
C 0.1823 0.9477 0.9367  -0.778
I -0.1273 -1.0185 1.7623  -0.038
S 1.2965 1.8425 2.0727  1.276
O 1.7250 2.9928 1.2928  -0.722
O 0.4611 2.1733 3.2205  -0.720
O 2.3610 0.8833 2.3723  -0.660
H 0.4124 1.1480 -2.5213  0.363
H -0.4017 2.2981 -1.4922  0.388
H -0.9859 0.6133 -1.6348  0.298
H 1.7220 1.4352 -0.4713  0.346
H 1.1302 -0.2082 -0.6236  0.406
H -0.7924 1.4169 0.9078  0.629
C -1.6094 -4.5836 -0.3342  -1.074
C -0.7647 -3.9309 -1.4039  0.834
O -0.8745 -2.7600 -1.6642  -0.506
C 0.2311 -4.8160 -2.1208  -1.136
H -2.2708 -3.8399 0.1035  0.249
H -2.2044 -5.3916 -0.7653  0.373
H -0.9689 -4.9953 0.4476  0.313
H -0.2881 -5.6331 -2.6254  0.333
H 0.9395 -5.2371 -1.4056  0.325
H 0.7738 -4.2264 -2.8559  0.289
C 1.2548 -1.2853 6.7169  -1.026
C 2.5974 -1.2707 6.0200  0.832
O 3.2674 -2.2780 5.9359  -0.596
C 3.0293 0.0474 5.4473  -0.758
H 1.0459 -2.2874 7.0875  0.292
H 1.2615 -0.5846 7.5536  0.302
H 0.4741 -0.9864 6.0156  0.280
H 3.1055 0.7923 6.2429  0.334
H 2.3080 0.3901 4.6999  0.086
H 3.9972 -0.0621 4.9645  0.254
C -1.4246 3.7722 -6.1333  -1.092
C -1.9345 3.3107 -4.7858  0.750
O -1.2360 2.6946 -4.0210  -0.446
C -3.3650 3.6619 -4.4437  -1.057
H -0.3905 3.4588 -6.2541  0.277
H -2.0283 3.3371 -6.9318  0.323
H -1.4809 4.8598 -6.2032  0.324
H -4.0447 3.2224 -5.1760  0.315
H -3.4965 4.7453 -4.4479  0.318
H -3.6039 3.2760 -3.4557  0.281

Values from the calculation:
- LUMO energy (eV) = 2.41
- total charge = -1
- ΔE to the lowest compared entry with this formula, charge and spin (kcal per mole) = 0.0
- maximum force (eV/A) = 1.0
- HOMO-LUMO gap (eV) = 7.7

=====

Computed, not measured: a cluster of 2 separate species, C2H8N2O in total at a distorted geometry, with ωB97M-V with the def2-TZVPD basis set.

Each line ends with the Mulliken charge.
Positions of all 13 atoms, in Å:
C 0.6136 -1.3414 -0.4488  -0.866
N -0.2893 -0.9628 2.1717  -0.378
C -0.9463 -0.4765 1.0835  0.160
N -0.5852 -0.5957 -0.1349  -0.510
H 0.5791 -1.7273 -1.4696  0.262
H 0.6455 -2.2880 0.1204  0.325
H 1.5131 -0.7443 -0.3359  0.283
H 0.3768 -1.6944 1.9859  0.174
H -0.6732 -0.8216 3.0851  0.209
H -1.8909 0.0570 1.1439  0.346
H 0.1963 2.6237 -1.6137  0.325
H 1.4029 2.3656 -2.4575  0.317
O 0.6721 3.0127 -2.3281  -0.648

Values from the calculation:
- LUMO energy (eV) = 0.78
- ΔE to the lowest compared entry with this formula, charge and spin (kcal per mole) = 35.1
- SMILES = C/N=C\N.O
- maximum force (eV/A) = 1.8
- HOMO-LUMO gap (eV) = 10.0

=====

Computed, not measured: a cluster of 2 separate species, C9H14 in total at a distorted geometry, with ωB97M-V with the def2-TZVPD basis set.

Each line ends with the Mulliken charge.
Positions of all 23 atoms, in Å:
C 1.1859 -1.9502 2.3308  -1.440
C 0.0801 -0.1914 0.5641  -0.222
C 0.8980 -1.2822 0.9881  0.464
C -0.0999 0.0784 -0.7389  0.173
C 0.6035 -0.6155 -1.7626  -0.586
C 1.7740 -1.7859 0.0403  -0.703
C 1.5871 -1.5020 -1.3635  -0.302
H -0.4832 0.3767 1.2745  0.369
H -0.8135 0.8525 -1.0197  0.136
H 2.2516 -1.6407 2.6335  0.293
H 1.0477 -3.0413 2.2970  0.359
H 0.3561 -0.2799 -2.8480  0.254
H 2.4075 -2.5139 0.4769  0.425
H 2.2692 -1.8665 -2.1836  0.278
H 0.3946 -1.7364 2.9694  0.446
C -2.2856 2.4638 0.3719  -0.656
C -2.5328 3.4307 -0.8057  -0.945
H -2.8271 1.6099 0.1318  0.313
H -1.1286 2.3551 0.4736  0.101
H -2.8436 2.8597 1.2816  0.374
H -1.8195 3.3592 -1.5988  0.324
H -2.5336 4.4579 -0.3726  0.283
H -3.5388 3.3336 -1.2627  0.260

Values from the calculation:
- LUMO energy (eV) = 0.98
- ΔE to the lowest compared entry with this formula, charge and spin (kcal per mole) = 38.7
- SMILES = Cc1ccccc1.CC
- maximum force (eV/A) = 2.9
- HOMO-LUMO gap (eV) = 9.9

=====

Computed, not measured: a cluster of 5 separate species, C18H42BrF3NO17P4 in total at a distorted geometry, with ωB97M-V with the def2-TZVPD basis set.

Each line ends with the Mulliken charge.
Positions of all 86 atoms, in Å:
O 5.7582 -2.0982 1.4969  -0.440
C 4.9394 -2.2806 0.7054  0.221
Br 5.3486 -2.8410 -1.1528  -0.274
C 3.4177 -2.0764 0.9885  0.193
N 3.1130 -0.7316 0.5773  -0.636
C 1.7074 -0.5349 0.2954  -0.515
C 0.6931 -1.3418 1.1845  -0.256
C 0.1947 -2.6289 0.5516  0.242
F -0.2616 -2.6657 -0.7355  -0.330
C 0.2303 -3.7803 1.2402  0.356
F 1.1852 -3.9744 2.1379  -0.213
F -0.6658 -4.7917 1.1585  -0.251
H 2.8959 -2.8759 0.4187  0.139
H 3.3190 -2.1633 2.0944  0.110
H 1.4619 -0.6906 -0.7900  0.177
H 1.5026 0.5385 0.4971  0.326
H 1.0430 -1.5028 2.2149  0.302
H -0.2201 -0.6990 1.2878  0.223
C -3.4503 1.1287 5.5235  -0.695
O -2.1920 0.7825 4.9110  -0.352
P -1.5621 1.8424 3.7422  0.832
O -1.0365 0.8067 2.8099  -0.411
O -0.3815 2.3489 4.7611  -0.313
C -0.7409 2.9738 5.9884  -0.596
O -1.3386 3.1757 2.7346  -0.312
C -2.2828 4.2621 2.8943  -0.634
H -4.1321 0.2834 5.4274  0.249
H -3.2910 1.3346 6.5840  0.261
H -3.9074 2.0032 5.0572  0.330
H -0.7155 2.2370 6.7951  0.225
H -1.7356 3.4250 5.9409  0.265
H -0.0142 3.7558 6.2051  0.240
H -2.2355 4.6640 3.9071  0.225
H -3.2953 3.9121 2.6832  0.334
H -2.0299 5.0487 2.1934  0.321
C -5.4558 9.6707 2.8245  -0.747
O -5.0879 8.2828 2.8341  -0.320
P -4.0033 7.7527 4.0534  0.794
O -3.2281 6.8121 3.1884  -0.546
O -5.2197 6.9457 4.8198  -0.271
C -6.3265 7.6805 5.3235  -0.695
O -2.9987 7.5793 5.4363  -0.232
C -2.8971 8.7209 6.2908  -0.738
H -5.2692 10.0781 1.8302  0.247
H -6.5211 9.7650 3.0494  0.256
H -4.8863 10.2500 3.5544  0.355
H -7.1487 7.6431 4.6048  0.236
H -6.0662 8.7245 5.5207  0.310
H -6.6550 7.2206 6.2555  0.237
H -3.8789 8.9926 6.6926  0.283
H -2.4781 9.5692 5.7435  0.326
H -2.2340 8.4743 7.1185  0.232
C -3.1332 -7.3696 -4.7816  -0.666
O -4.1002 -6.3114 -4.9433  -0.354
P -4.2155 -5.1474 -3.7112  1.120
O -5.6972 -4.9998 -3.7255  -0.675
O -3.5143 -4.0035 -4.6501  -0.325
C -2.1905 -4.2132 -5.1376  -0.622
O -3.9236 -4.2469 -2.3097  -0.305
C -2.7848 -4.6478 -1.5199  -0.585
H -3.6370 -8.3281 -4.9077  0.238
H -2.3614 -7.2733 -5.5475  0.260
H -2.6612 -7.3480 -3.7980  0.329
H -2.2343 -4.6048 -6.1565  0.227
H -1.6288 -4.9069 -4.5070  0.301
H -1.6704 -3.2569 -5.1515  0.256
H -1.8598 -4.5731 -2.0970  0.258
H -2.9266 -5.6779 -1.1848  0.340
H -2.7084 -4.0014 -0.6502  0.198
C 5.8462 -4.4879 -7.2760  -0.692
O 5.8176 -3.3585 -6.3858  -0.335
P 7.0994 -3.1922 -5.2671  0.966
O 6.2775 -2.7178 -4.1194  -0.540
O 7.7032 -1.9164 -6.1122  -0.312
C 8.1247 -2.1108 -7.4559  -0.646
O 8.5670 -3.3341 -4.4043  -0.282
C 9.4704 -4.3531 -4.8454  -0.661
H 4.8969 -5.0192 -7.2009  0.246
H 5.9732 -4.1369 -8.3028  0.259
H 6.6558 -5.1801 -7.0351  0.328
H 7.3261 -1.8084 -8.1375  0.225
H 8.3926 -3.1530 -7.6531  0.303
H 8.9979 -1.4854 -7.6404  0.246
H 9.7763 -4.1774 -5.8823  0.274
H 9.0027 -5.3377 -4.7628  0.304
H 10.3532 -4.3291 -4.2092  0.249

Values from the calculation:
- LUMO energy (eV) = -0.80
- total charge = -1
- maximum force (eV/A) = 8.2
- HOMO-LUMO gap (eV) = 1.2

=====

Computed, not measured: the molecule C2H2ClF3S at a distorted geometry, with ωB97M-V with the def2-TZVPD basis set.

Each line ends with the Mulliken charge.
Positions of all 9 atoms, in Å:
C 0.9379 -0.2317 -0.1533  -0.244
C -0.1643 0.7418 0.0425  0.496
F 1.9686 0.1845 -0.9833  -0.271
F 0.0962 1.8798 0.7245  -0.212
F -0.8456 0.8996 -1.0826  -0.189
S -1.5886 -0.2142 1.2660  -0.014
Cl -2.4238 -1.4120 -0.0377  -0.109
H 1.4627 -0.6694 0.7970  0.277
H 0.5569 -1.1785 -0.5732  0.266

Values from the calculation:
- LUMO energy (eV) = 0.20
- ΔE to the lowest compared entry with this formula, charge and spin (kcal per mole) = 17.5
- SMILES = FCC(F)(F)SCl
- maximum force (eV/A) = 4.0
- HOMO-LUMO gap (eV) = 9.7

=====

Copy entry 1 word for word.
Computed, not measured: the molecule C3H6O at a distorted geometry, with ωB97M-V with the def2-TZVPD basis set.

Each line ends with the Mulliken charge.
Positions of all 10 atoms, in Å:
C 1.0242 -0.8166 0.7776  -0.831
C 0.3109 0.3622 0.2320  -0.245
C -1.4237 0.7256 -0.9476  -0.563
O -1.0239 0.3555 0.2806  -0.300
H 0.5062 -1.1734 1.6770  0.276
H 2.0568 -0.5642 1.0360  0.293
H 1.0514 -1.6603 0.0683  0.225
H 0.7708 1.1685 -0.3255  0.525
H -2.2803 1.3842 -1.0020  0.296
H -0.9923 0.2186 -1.7963  0.324

Values from the calculation:
- LUMO energy (alpha / beta) (eV) = 0.74 / 1.00
- ΔE to the lowest compared entry with this formula, charge and spin (kcal per mole) = 90.1
- maximum force (eV/A) = 1.5
- HOMO-LUMO gap (alpha / beta) (eV) = 8.1 / 8.8

=====

- Which of these has the lowest maximum force?
  C12H24IO6S

=====

- The lowest maximum force belongs to which entry?
  C12H24IO6S

=====

- Which of these has the lowest maximum force?
  C12H24IO6S